(1)
This record from the OMol25 dataset describes a structure of composition C33H27N12OPtS. The level of theory is wB97M-V/def2-TZVPD.

For the largest force on an atom, the calculation gives 0.058 hartree/bohr. For the relative energy (zero: lowest compared OMol25 entry of this formula, charge and spin), the calculation gives 29.4 kcal per mole. Its total energy is -68664.6552 eV. The HOMO-LUMO gap is 7.27 eV. As for the charge: +1. For the HOMO energy, the calculation gives -0.38323 Ha. The calculation puts the LUMO energy at -3.16 eV.

CARTESIAN COORDINATES (ANGSTROEM)
Pt: -0.2662 -0.1972 -0.1972
N: -0.3822 -0.1859 -4.5917
C: -0.2269 -0.3752 -3.2726
S: -0.3325 1.0365 -2.2638
N: 0.0466 -1.5740 -2.8576
N: 0.1280 -1.7606 -1.5334
C: 0.5193 -2.9179 -1.0880
C: 0.9575 -4.0181 -1.9717
C: 1.9049 -3.8035 -2.9737
C: 2.3005 -4.8466 -3.7931
C: 1.7405 -6.1067 -3.6380
C: 0.7897 -6.3271 -2.6528
C: 0.4050 -5.2913 -1.8179
C: 0.4463 -3.1160 0.3605
C: 1.1775 -4.1173 0.9973
C: 1.0859 -4.2473 2.3723
C: 0.2375 -3.4041 3.0703
C: -0.4617 -2.4447 2.3592
N: -0.3413 -2.2731 1.0457
H: -0.5783 0.7294 -4.9510
H: -0.3715 -0.9772 -5.2118
H: 2.3425 -2.8238 -3.0950
H: 3.0449 -4.6723 -4.5587
H: 2.0396 -6.9134 -4.2942
H: 0.3447 -7.3062 -2.5368
H: -0.3473 -5.4637 -1.0581
H: 1.8055 -4.7714 0.4115
H: 1.6573 -5.0075 2.8881
H: 0.1220 -3.4900 4.1412
H: -1.1672 -1.7969 2.8655
C: 4.8331 -0.2421 2.7901
N: 3.4543 -0.2805 2.3249
C: 2.9699 -0.1234 1.0869
N: 1.6622 0.0541 1.1391
C: 1.3957 -0.0139 2.4716
N: 2.4490 -0.2345 3.2147
C: 5.2675 1.1810 3.1203
C: 6.5645 1.6225 2.8917
C: 6.9360 2.9151 3.2478
C: 6.0212 3.7900 3.8097
C: 4.7151 3.3565 4.0149
C: 4.3549 2.0569 3.6865
C: 3.6872 4.2066 4.5960
N: 3.8080 5.2546 5.3421
N: 2.5416 5.6401 5.6970
C: 1.7224 4.8029 5.1458
O: 2.3822 3.8694 4.4224
C: 0.2684 4.7783 5.2412
C: -0.3405 5.3477 6.3541
C: -1.7210 5.3301 6.4592
C: -2.4878 4.7520 5.4616
C: -1.8862 4.1889 4.3398
C: -2.8017 3.6461 3.2589
N: -2.1388 2.9456 2.1757
C: -1.7662 1.6678 2.0785
N: -1.2245 1.4649 0.8878
C: -1.2728 2.6925 0.2920
N: -1.8311 3.6010 1.0436
C: -0.5046 4.1989 4.2321
H: 5.4756 -0.6803 2.0285
H: 4.8819 -0.8605 3.6859
H: 3.5748 -0.1135 0.1947
H: 0.4161 0.1278 2.8912
H: 7.2947 0.9607 2.4407
H: 7.9532 3.2407 3.0765
H: 6.2996 4.7972 4.0892
H: 3.3491 1.7368 3.9003
H: 0.2791 5.7917 7.1210
H: -2.2027 5.7711 7.3212
H: -3.5685 4.7517 5.5484
H: -3.3206 4.4801 2.7892
H: -3.5490 2.9859 3.6992
H: -1.9269 0.9285 2.8457
H: -0.9197 2.9049 -0.7005
H: -0.0106 3.7976 3.3549



(2)
This record from the OMol25 dataset describes a structure of composition C33H28BrN4O5Os. The level of theory is wB97M-V/def2-TZVPD.

For the largest force on an atom, the calculation gives 0.029 hartree/bohr. Its total energy is -123374.9021 eV. The HOMO-LUMO gap (spin up / spin down) is 5.71 / 5.93 eV. As for the charge: +1. For the HOMO energy (spin up / spin down), the calculation gives -0.38470 / -0.39280 Ha. The calculation puts the LUMO energy (spin up / spin down) at -4.76 / -4.76 eV. As for the multiplicity: 5.

CARTESIAN COORDINATES (ANGSTROEM)
Os: -1.0107 -0.2614 0.3827
O: -3.2604 0.7017 1.4981
C: -3.2349 1.8750 2.2229
C: -4.1379 2.1051 3.2469
C: -4.0940 3.2980 3.9527
C: -3.1564 4.2645 3.6255
C: -2.2549 4.0193 2.6000
C: -2.2804 2.8287 1.8872
C: -1.1951 2.5341 0.8694
O: -0.4590 1.4019 1.2177
N: -1.7389 2.3542 -0.5019
N: -1.6739 1.0514 -0.9694
C: -1.4090 0.9501 -2.3581
C: -1.9800 -0.1872 -3.1862
Br: -2.0172 -2.2255 -0.4975
C: -3.1570 -0.5931 -3.7087
C: -4.4599 -0.0463 -3.4779
C: -4.7162 0.8662 -2.4404
C: -5.9909 1.3568 -2.2545
C: -7.0212 0.9598 -3.1023
C: -6.7807 0.0619 -4.1364
C: -5.5116 -0.4496 -4.3149
H: -3.8812 0.0832 1.8988
H: -4.8747 1.3466 3.4921
H: -4.7880 3.4668 4.7654
H: -3.1162 5.1974 4.1714
H: -1.5054 4.7621 2.3488
H: -0.5372 3.4070 0.8247
H: -1.4168 3.0377 -1.1733
H: -1.4521 1.9229 -2.8464
H: -3.0968 -1.4410 -4.3885
H: -3.9211 1.1574 -1.7649
H: -6.1919 2.0483 -1.4468
H: -8.0199 1.3494 -2.9553
H: -7.5846 -0.2397 -4.7935
H: -5.3140 -1.1576 -5.1116
O: -0.0160 -1.4225 1.8103
C: 1.1851 -1.3117 1.3743
N: 2.2831 -1.8410 1.9208
C: 3.4697 -1.3516 1.2134
C: 2.7607 -0.4454 0.1095
O: 3.3552 0.2157 -0.7000
N: 1.4105 -0.6001 0.2683
C: 4.3170 -0.5008 2.1497
C: 5.6073 -0.8488 2.5263
C: 6.3089 -0.0637 3.4342
C: 5.7249 1.0670 3.9791
C: 4.4316 1.4173 3.6130
C: 3.7347 0.6389 2.7053
C: 4.1823 -2.4491 0.4385
C: 5.3281 -2.1420 -0.2940
C: 5.9545 -3.1168 -1.0539
C: 5.4307 -4.4013 -1.1186
C: 4.2751 -4.7042 -0.4178
C: 3.6522 -3.7322 0.3558
H: 2.3115 -2.2066 2.8586
H: 6.0669 -1.7417 2.1256
H: 7.3154 -0.3437 3.7180
H: 6.2711 1.6734 4.6905
H: 3.9684 2.3002 4.0352
H: 2.7294 0.9274 2.4132
H: 5.7125 -1.1310 -0.2879
H: 6.8541 -2.8715 -1.6044
H: 5.9180 -5.1591 -1.7190
H: 3.8517 -5.6996 -0.4701
H: 2.7539 -3.9792 0.9063
C: 0.0755 -1.7085 -4.0082
C: -0.6463 -0.6142 -3.3690
O: -0.0662 0.3195 -2.6714
H: -0.0951 -1.6948 -5.0872
H: -0.3181 -2.6500 -3.6191
H: 1.1418 -1.6344 -3.8013



(3)
This record from the OMol25 dataset describes a structure of composition C33H28ClGeO8SSn. The level of theory is wB97M-V/def2-TZVPD.

For the largest force on an atom, the calculation gives 0.003 hartree/bohr. For the relative energy (zero: lowest compared OMol25 entry of this formula, charge and spin), the calculation gives 59.7 kcal per mole. Its total energy is -136753.9818 eV. The HOMO-LUMO gap is 6.84 eV. As for the charge: -1. For the HOMO energy, the calculation gives -0.16475 Ha. The calculation puts the LUMO energy at 2.36 eV.

CARTESIAN COORDINATES (ANGSTROEM)
Sn: 0.8271 -1.2110 -1.2115
O: 3.6031 -3.6043 -1.6448
Cl: 3.6205 -2.9237 -0.3742
O: 4.8883 -3.0962 0.2715
O: 3.3937 -1.4889 -0.6003
O: 2.5493 -3.4213 0.4567
C: 0.4129 0.5046 -0.1444
Ge: 1.1494 1.4387 1.3674
C: 2.1267 3.0653 0.8547
C: 2.8805 3.7794 1.7863
C: 3.5536 4.9388 1.4249
C: 3.4861 5.4001 0.1169
C: 2.7493 4.6952 -0.8244
C: 2.0772 3.5368 -0.4550
C: -0.3623 1.9847 2.4982
C: -0.4967 3.2736 3.0074
C: -1.5905 3.6243 3.7905
C: -2.5722 2.6862 4.0727
C: -2.4579 1.3980 3.5661
C: -1.3635 1.0551 2.7853
C: 2.3583 0.3642 2.4623
C: 3.6438 0.0630 2.0171
C: 4.4882 -0.7420 2.7682
C: 4.0637 -1.2392 3.9916
C: 2.7943 -0.9307 4.4597
C: 1.9479 -0.1373 3.6972
H: 2.9545 3.4177 2.8073
H: 4.1368 5.4788 2.1614
H: 4.0139 6.3019 -0.1692
H: 2.7034 5.0448 -1.8490
H: 1.5151 2.9766 -1.1952
H: 0.2571 4.0210 2.7847
H: -1.6779 4.6336 4.1753
H: -3.4280 2.9585 4.6786
H: -3.2270 0.6630 3.7706
H: -1.2913 0.0511 2.3787
H: 3.9864 0.4303 1.0581
H: 5.4635 -1.0042 2.3801
H: 4.7179 -1.8769 4.5736
H: 2.4576 -1.3174 5.4144
H: 0.9550 0.0894 4.0700
C: -2.5208 -5.3827 -1.3490
S: -2.1161 -3.6586 -1.6610
O: -3.3584 -3.0779 -2.2743
C: -0.9663 -3.9470 -2.9964
C: 0.3190 -4.3762 -2.6964
C: 1.2408 -4.5138 -3.7218
C: 0.8680 -4.2175 -5.0268
C: -0.4170 -3.7742 -5.3098
C: -1.3454 -3.6269 -4.2877
H: -2.9280 -5.8108 -2.2635
H: -3.2587 -5.4007 -0.5493
H: -1.6157 -5.9050 -1.0415
H: 0.6298 -4.5494 -1.6717
H: 2.2560 -4.7961 -3.4806
H: 1.5944 -4.3056 -5.8249
H: -0.6936 -3.5228 -6.3260
H: -2.3438 -3.2501 -4.4676
O: -4.2364 -0.9335 -0.8642
C: -4.2079 0.3593 -1.2759
C: -5.4176 1.0086 -1.5031
C: -5.4521 2.3607 -1.8015
C: -4.2758 3.0951 -1.8680
C: -3.0673 2.4595 -1.6385
C: -3.0214 1.0976 -1.3565
C: -1.7068 0.4448 -1.1647
O: -0.8959 1.0776 -0.3724
O: -1.3769 -0.6029 -1.7381
H: -3.8251 -1.5731 -1.4924
H: -6.3255 0.4255 -1.4213
H: -6.4049 2.8458 -1.9751
H: -4.2995 4.1537 -2.0899
H: -2.1386 3.0150 -1.6699



(4)
This record from the OMol25 dataset describes a structure of composition C33H28IN4O3PS4Sc. The level of theory is wB97M-V/def2-TZVPD.

For the largest force on an atom, the calculation gives 0.061 hartree/bohr. For the relative energy (zero: lowest compared OMol25 entry of this formula, charge and spin), the calculation gives 19.2 kcal per mole. Its total energy is -128217.9804 eV. The HOMO-LUMO gap is 7.14 eV. As for the charge: -1. For the HOMO energy, the calculation gives -0.17797 Ha. The calculation puts the LUMO energy at 2.30 eV.

CARTESIAN COORDINATES (ANGSTROEM)
Sc: -1.5726 1.6447 0.3647
O: -2.3453 1.2538 4.4086
C: -2.4476 1.5880 3.2241
N: -2.3729 0.8146 2.1523
C: -2.1420 -0.5914 2.3963
C: -2.4400 -1.3458 1.1337
C: -2.9942 -2.6226 1.1594
C: -3.3489 -3.2253 -0.0329
C: -3.1289 -2.5344 -1.2145
C: -2.5248 -1.2897 -1.1538
N: -2.1880 -0.6998 -0.0105
C: -2.8173 3.0049 2.8524
C: -3.2991 3.8534 3.8426
C: -3.7927 5.0930 3.4872
C: -3.8178 5.4273 2.1416
C: -3.2870 4.5354 1.2239
N: -2.7701 3.3566 1.5610
H: -2.7711 -0.9442 3.2262
H: -1.0916 -0.7684 2.6922
H: -3.1557 -3.1206 2.1041
H: -3.8005 -4.2064 -0.0400
H: -3.4202 -2.9559 -2.1635
H: -2.3203 -0.7251 -2.0574
H: -3.2801 3.4922 4.8598
H: -4.1672 5.7747 4.2368
H: -4.2282 6.3656 1.8015
H: -3.2998 4.7815 0.1674
S: -3.5937 2.1059 -1.3350
S: -2.4984 3.0702 -2.7231
S: -1.8495 4.9177 -2.0174
S: -0.5726 4.6506 -0.4083
O: 0.0655 2.0306 1.3526
C: 0.3430 0.8535 1.0259
C: 1.6541 0.2605 1.3285
C: 2.4637 0.6502 2.3950
C: 3.6353 -0.0350 2.6468
C: 4.0060 -1.1063 1.8439
C: 3.2088 -1.4972 0.7813
C: 2.0224 -0.8237 0.5238
P: 0.9489 -1.1335 -0.9415
C: 0.4984 -2.8967 -0.6797
C: 0.7390 -3.5808 0.5068
C: 0.3375 -4.8967 0.6532
C: -0.3090 -5.5495 -0.3826
C: -0.5946 -4.8644 -1.5508
C: -0.2173 -3.5425 -1.6863
C: 2.3398 -1.3354 -2.1523
C: 2.2727 -2.1541 -3.2751
C: 3.3042 -2.1675 -4.2001
C: 4.4139 -1.3566 -4.0313
C: 4.4804 -0.5197 -2.9306
C: 3.4517 -0.5024 -2.0102
H: 2.1605 1.4947 2.9978
H: 4.2749 0.2799 3.4594
H: 4.9311 -1.6312 2.0363
H: 3.5105 -2.3164 0.1421
H: 1.2416 -3.0861 1.3244
H: 0.5274 -5.4164 1.5837
H: -0.6093 -6.5810 -0.2741
H: -1.1240 -5.3661 -2.3488
H: -0.4960 -2.9976 -2.5772
H: 1.4260 -2.8049 -3.4309
H: 3.2354 -2.8119 -5.0670
H: 5.2226 -1.3744 -4.7477
H: 5.3287 0.1316 -2.7847
H: 3.5275 0.1634 -1.1643
N: 1.7706 2.0787 -2.2648
C: 0.7495 2.5568 -1.5837
O: -0.2909 1.9203 -1.3206
C: 0.9395 4.0002 -1.1631
I: 4.5320 3.0078 -0.9754
H: 1.7020 1.1083 -2.5439
H: 2.7663 2.4298 -1.9774
H: 1.7260 4.0605 -0.4032
H: 1.2218 4.6207 -2.0138



(5)
This record from the OMol25 dataset describes a cluster of 2 separate species, C33H28N3OP in total. The level of theory is wB97M-V/def2-TZVPD.

For the largest force on an atom, the calculation gives 0.043 hartree/bohr. Its total energy is -50479.8406 eV. The HOMO-LUMO gap is 3.75 eV. For the HOMO energy, the calculation gives -0.21137 Ha. The calculation puts the LUMO energy at -2.00 eV.

CARTESIAN COORDINATES (ANGSTROEM)
C: -0.4293 -3.6503 4.9942
C: 0.2998 -4.5360 4.1982
C: 0.4299 -4.3013 2.8195
C: -0.1846 -3.1901 2.2226
P: 0.0395 -2.7467 0.4651
C: 1.8504 -2.8900 0.3048
C: 2.4595 -3.8657 -0.4958
C: 3.8612 -3.9194 -0.5994
C: 4.6500 -2.9691 0.0534
C: 4.0454 -1.9914 0.8446
C: 2.6526 -1.9515 0.9660
C: -0.7837 -3.8738 -0.5900
C: -1.6753 -3.5339 -1.5886
N: -2.4164 -3.3684 -2.5050
O: -0.3770 -1.3142 0.2573
C: -0.9256 -2.3190 3.0265
C: -1.0275 -2.5340 4.4069
H: -0.5321 -3.8316 6.0614
H: 0.7828 -5.4168 4.6338
H: 1.0273 -4.9877 2.2161
H: 1.8443 -4.5895 -1.0373
H: 4.3212 -4.6992 -1.2166
H: 5.7282 -2.9787 -0.0693
H: 4.6452 -1.2392 1.3588
H: 2.1951 -1.1801 1.5867
H: -0.5158 -4.9243 -0.4738
H: -1.4099 -1.4479 2.5836
H: -1.5822 -1.8168 5.0118
C: 0.7833 2.6089 -5.1398
N: 0.1113 1.3289 -5.2944
C: -1.2119 1.0933 -5.0807
C: -1.4578 -0.2888 -5.2397
C: -2.6484 -0.9891 -4.9737
C: -3.1305 -2.1096 -5.6834
C: -2.6582 -2.7990 -6.8312
N: -3.2996 -4.0015 -6.9315
C: -2.9633 -5.0508 -7.8774
C: -4.2583 -4.1409 -5.9147
C: -4.2122 -2.9470 -5.1518
C: -4.8148 -2.9425 -3.9007
C: -5.4460 -4.1095 -3.4257
C: -5.4452 -5.2841 -4.1923
C: -4.8479 -5.3163 -5.4631
C: -0.1804 -0.8965 -5.6136
C: 0.7758 0.1496 -5.6432
C: 2.1408 -0.0435 -5.8248
C: 2.5763 -1.3635 -6.0016
C: 1.6532 -2.4191 -5.9674
C: 0.2867 -2.2051 -5.7031
H: 1.8566 2.4341 -5.2755
H: 0.4291 3.3372 -5.8900
H: 0.6084 3.0198 -4.1300
H: -1.8699 1.9056 -4.8009
H: -3.3017 -0.6018 -4.1845
H: -1.8633 -2.5178 -7.5110
H: -3.5135 -5.9474 -7.5817
H: -3.2522 -4.7513 -8.8929
H: -1.8818 -5.2393 -7.8493
H: -4.6708 -2.0456 -3.2959
H: -5.9115 -4.1117 -2.4343
H: -5.8996 -6.1748 -3.7714
H: -4.8131 -6.2121 -6.0952
H: 2.8314 0.8057 -5.8469
H: 3.6329 -1.5873 -6.1540
H: 2.0061 -3.4337 -6.1606
H: -0.4225 -3.0167 -5.5425



(6)
This record from the OMol25 dataset describes a structure of composition C33H28N8OPRhSe2. The level of theory is wB97M-V/def2-TZVPD.

For the largest force on an atom, the calculation gives 0.005 hartree/bohr. For the relative energy (zero: lowest compared OMol25 entry of this formula, charge and spin), the calculation gives 16.9 kcal per mole. Its total energy is -191631.5200 eV. The HOMO-LUMO gap (spin up / spin down) is 5.44 / 6.47 eV. For the HOMO energy (spin up / spin down), the calculation gives -0.20882 / -0.28127 Ha. The calculation puts the LUMO energy (spin up / spin down) at -0.24 / -1.18 eV. As for the multiplicity: 5.

CARTESIAN COORDINATES (ANGSTROEM)
Rh: 0.0225 0.4721 -0.2830
Se: -1.3827 1.7917 -1.7955
P: 1.8191 -0.2761 -1.7776
Se: 2.6194 0.1794 0.2072
C: 2.7882 0.5918 -3.0545
C: 4.1400 0.8885 -2.9070
C: 4.8246 1.5279 -3.9278
C: 4.1622 1.8780 -5.0989
C: 2.8128 1.5986 -5.2458
C: 2.1237 0.9624 -4.2211
C: 2.1214 -2.0477 -2.1387
C: 1.5520 -2.5775 -3.2980
C: 1.6622 -3.9291 -3.5840
C: 2.3356 -4.7719 -2.7086
C: 2.9059 -4.2536 -1.5549
C: 2.7996 -2.8968 -1.2706
H: 4.6433 0.6236 -1.9848
H: 5.8760 1.7584 -3.8128
H: 4.7003 2.3803 -5.8929
H: 2.2935 1.8867 -6.1508
H: 1.0605 0.7676 -4.3107
H: 1.0117 -1.9239 -3.9746
H: 1.2152 -4.3285 -4.4854
H: 2.4211 -5.8284 -2.9303
H: 3.4454 -4.9051 -0.8779
H: 3.2447 -2.4838 -0.3731
C: -0.2787 1.1841 5.4230
N: -0.3661 1.4589 4.0004
C: 0.0913 0.7341 2.9764
N: -0.3016 1.2720 1.8437
C: -1.0179 2.3578 2.2379
N: -1.0859 2.5037 3.5409
C: -1.5258 0.5215 5.9617
C: -2.2438 1.0999 6.9966
C: -3.3771 0.4722 7.5007
C: -3.8015 -0.7329 6.9735
C: -3.0867 -1.3164 5.9288
C: -1.9544 -0.6875 5.4274
C: -3.5351 -2.5912 5.3754
N: -4.5267 -3.3249 5.7485
N: -4.5378 -4.4273 4.9190
C: -3.5530 -4.2839 4.1003
O: -2.8663 -3.1372 4.3304
C: -3.1339 -5.1628 3.0128
C: -3.8459 -6.3337 2.7570
C: -3.4582 -7.1511 1.7118
C: -2.3704 -6.8081 0.9159
C: -1.6552 -5.6491 1.1716
C: -0.4749 -5.2539 0.3135
N: -0.6216 -3.9068 -0.2012
C: -0.0916 -2.7744 0.2673
N: -0.5825 -1.7528 -0.3974
C: -1.4382 -2.3266 -1.2827
N: -1.4988 -3.6342 -1.1883
C: -2.0411 -4.8300 2.2249
H: -0.0978 2.1294 5.9297
H: 0.5924 0.5455 5.5734
H: 0.7183 -0.1367 3.0831
H: -1.4798 3.0416 1.5454
H: -1.9220 2.0490 7.4076
H: -3.9332 0.9330 8.3060
H: -4.6823 -1.2333 7.3527
H: -1.4094 -1.1461 4.6106
H: -4.6973 -6.5795 3.3772
H: -4.0120 -8.0565 1.5028
H: -2.0856 -7.4428 0.0855
H: -0.3637 -5.9294 -0.5323
H: 0.4511 -5.2753 0.8895
H: 0.6661 -2.7325 1.0335
H: -2.0017 -1.7602 -2.0051
H: -1.5026 -3.9112 2.4244
C: -2.3827 0.8612 -0.4975
H: -2.7722 1.4636 0.3138
H: -3.0643 0.1084 -0.8762